# 1
This record from the Open Molecules 2025 dataset describes C5H7NO in the gas phase. The level of theory is ωB97M-V/def2-TZVPD.

Each atom is followed by the atoms it is bonded to, with distances in Å.
Atoms and positions in Å:
1 C -0.53139 2.14867 -0.52476  C2 1.328, H8 1.088, H9 1.086
2 C -1.02965 1.08511 0.09609  C1 1.328, C3 1.506, H10 1.090
3 C -0.71615 -0.33663 -0.29004  C2 1.506, C4 1.518, H11 1.098, H12 1.099
4 C 0.22391 -0.96569 0.72301  C3 1.518, N5 1.507, C6 1.467, H13 1.090
5 N 1.07899 -2.15071 0.35305  C4 1.507, C6 1.363, H14 1.015
6 C 1.66330 -0.92274 0.44286  C4 1.467, N5 1.363, O7 1.199
7 O 2.67846 -0.32027 0.23283  C6 1.199
8 H 0.13003 2.04721 -1.38314  C1 1.088
9 H -0.75581 3.15916 -0.19544  C1 1.086
10 H -1.67674 1.21986 0.96317  C2 1.090
11 H -0.24922 -0.35507 -1.28309  C3 1.098
12 H -1.63743 -0.93233 -0.34687  C3 1.099
13 H -0.15884 -1.03230 1.74101  C4 1.090
14 H 0.98056 -2.64428 -0.52867  N5 1.015

## Properties
- Gap between HOMO and LUMO: 10.6083 eV
- Highest occupied orbital energy: -9.6 eV
- SMILES: C=CC[C@H]1NC1=O



# 2
This record from the Open Molecules 2025 dataset describes 2 unconnected molecules or ions with the total composition C5H7NO at a distorted geometry. The level of theory is ωB97M-V/def2-TZVPD.

Each atom is followed by the atoms it is bonded to, with distances in Å.
Atoms and positions in Å:
1 C 0.35278 0.42718 1.29021  C2 1.334, H6 1.087, H7 1.085
2 C 0.91762 -0.03714 0.17394  C1 1.334, C3 1.507, C4 1.445
3 C 2.04709 -1.03365 0.13982  C2 1.507, H8 1.095, H9 1.093, H10 1.094
4 C 0.42666 0.41915 -1.10624  C2 1.445, N5 1.159
5 N 0.04334 0.76350 -2.14466  C4 1.159
6 H 0.69890 0.07578 2.25844  C1 1.087
7 H -0.46600 1.13815 1.27270  C1 1.085
8 H 1.69075 -2.02327 -0.16526  C3 1.095
9 H 2.49730 -1.11640 1.13191  C3 1.093
10 H 2.82055 -0.72520 -0.56943  C3 1.094
11 C -2.76091 0.52757 -0.58010  O12 1.207, H13 1.104, H14 1.108
12 O -2.61532 1.08922 0.47847  C11 1.207
13 H -2.57269 1.02719 -1.54606  C11 1.104
14 H -3.08006 -0.53208 -0.63374  C11 1.108

## Properties
- Gap between HOMO and LUMO: 10.8540 eV
- Highest occupied orbital energy: -10.2 eV
- SMILES: C=C(C)C#N.C=O



# 3
This record from the Open Molecules 2025 dataset describes C5H7NO in the gas phase. The level of theory is ωB97M-V/def2-TZVPD.

Each atom is followed by the atoms it is bonded to, with distances in Å.
Atoms and positions in Å:
1 C -1.83070 0.13523 0.06322  C2 1.499, H8 1.099, H9 1.092, H10 1.091
2 C -0.41795 -0.36301 0.11308  C1 1.499, N3 1.464, C4 1.497, C6 1.508
3 N 0.28932 -1.25353 1.03436  C2 1.464, C4 1.449, H11 1.021
4 C 0.72764 0.12506 0.94395  C2 1.497, N3 1.449, C5 1.534, H12 1.085
5 C 1.53122 0.50153 -0.30725  C4 1.534, C6 1.535, H13 1.090, H14 1.101
6 C 0.44221 -0.21722 -1.11652  C2 1.508, C5 1.535, O7 1.201
7 O 0.25950 -0.47958 -2.27448  C6 1.201
8 H -1.81731 0.91455 -0.71103  C1 1.099
9 H -2.13330 0.60985 0.99874  C1 1.092
10 H -2.56945 -0.60574 -0.24612  C1 1.091
11 H 0.91105 -1.91962 0.57397  N3 1.021
12 H 0.65760 0.70793 1.85651  C4 1.085
13 H 2.58867 0.27088 -0.43964  C5 1.090
14 H 1.36151 1.57366 -0.48878  C5 1.101

## Properties
- Gap between HOMO and LUMO: 10.2862 eV
- Highest occupied orbital energy: -9.4 eV
- SMILES: C[C@]12N[C@H]1CC2=O



# 4
This record from the Open Molecules 2025 dataset describes C5H7NO in the gas phase. The level of theory is ωB97M-V/def2-TZVPD.

Each atom is followed by the atoms it is bonded to, with distances in Å.
Atoms and positions in Å:
1 C 1.46721 0.36387 1.70102  C2 1.499, H8 1.095, H9 1.094, H10 1.095
2 C 1.11320 -0.51923 0.54209  C1 1.499, C3 1.324, H11 1.083
3 C 0.28553 -0.11682 -0.41039  C2 1.324, N4 1.427, O7 1.389
4 N -0.28401 -0.88254 -1.47115  C3 1.427, C5 1.434, H12 1.020
5 C -1.63852 -0.41142 -1.44784  N4 1.434, C6 1.331, H13 1.080
6 C -1.69712 0.66670 -0.66900  C5 1.331, O7 1.381, H14 1.077
7 O -0.43869 1.05761 -0.25465  C3 1.389, C6 1.381
8 H 1.40900 -0.18302 2.64782  C1 1.095
9 H 0.78217 1.21579 1.75377  C1 1.094
10 H 2.48404 0.75917 1.60500  C1 1.095
11 H 1.47601 -1.53784 0.47863  C2 1.083
12 H 0.17573 -0.75011 -2.37170  N4 1.020
13 H -2.43187 -0.94732 -1.94753  C5 1.080
14 H -2.50481 1.20283 -0.19980  C6 1.077

## Properties
- Gap between HOMO and LUMO: 9.1020 eV
- Highest occupied orbital energy: -8.0 eV
- SMILES: C/C=C1/NC=CO1



Energy relative to the best compared isomer or geometry (same formula, charge and spin) values (in kJ/mol) by entry order: 219.9, 184.4, 222.1, 193.1.